No. 1
Here is a molecular structure, C31H28F6FeN4O4P in a non-equilibrium geometry from OMol25. Energies are from the ωB97M-V functional and the def2-TZVPD basis.

Geometry as XYZ:
```
75
Properties=species:S:1:pos:R:3:lowdin_spin:R:1
Fe -7.63394 -10.21965 -12.64001 3.6583
P -9.91630 -11.28238 -12.27372 0.0289
F -4.14439 -9.78926 -13.11302 0.0013
F -3.58483 -10.05294 -9.08716 0.0008
F -4.79095 -11.76792 -9.49628 0.0002
F -4.00671 -11.66545 -11.98516 0.0002
F -5.71578 -9.95879 -8.66885 0.0003
F -2.70690 -10.01555 -11.54081 0.0011
O -7.11993 -9.43072 -15.33348 0.0164
O -6.30168 -10.34828 -11.36298 0.1308
O -6.27120 -13.46031 -16.01972 0.0002
O -6.84350 -12.03434 -14.36709 0.0197
N -8.71879 -8.37362 -11.78047 0.0354
N -9.80782 -4.35811 -14.18217 0.0003
N -4.75485 -14.99576 -14.59257 0.0000
N -8.29015 -9.68601 -14.59056 0.0272
C -12.40962 -11.18445 -13.51641 0.0013
C -5.50930 -13.97071 -13.83470 -0.0002
C -13.33611 -11.03857 -14.51917 0.0017
C -10.54215 -15.10684 -13.57014 -0.0003
C -9.43159 -6.16358 -12.34117 0.0009
C -10.44960 -13.72014 -13.48621 0.0025
C -10.08722 -13.87225 -11.15105 0.0027
C -10.15333 -15.25888 -11.23425 -0.0003
C -9.27638 -5.74628 -11.02965 -0.0010
C -5.08567 -8.27217 -10.77404 0.0032
C -9.34706 -9.79477 -15.28967 0.0123
C -11.97037 -10.41512 -10.42693 0.0009
C -3.96834 -10.32810 -11.90471 0.0036
C -10.26322 -15.90306 -12.46193 0.0026
C -10.68386 -10.09859 -14.83622 0.0003
C -11.51268 -10.46657 -8.07831 0.0005
C -9.16670 -7.47396 -12.65675 0.0027
C -10.23862 -10.85602 -8.32576 0.0000
C -9.71346 -5.17688 -13.37847 0.0003
C -10.16616 -13.09547 -12.29225 0.0048
C -8.79925 -6.67318 -10.09886 0.0012
C -5.10201 -9.80085 -10.93619 0.0196
C -12.95064 -10.36320 -15.69407 -0.0004
C -9.77468 -11.01751 -9.63260 0.0013
C -11.08552 -10.73395 -13.61072 0.0055
C -6.25313 -13.06171 -14.77824 0.0011
C -4.80371 -10.42645 -9.52971 0.0024
C -8.53123 -7.96583 -10.52077 0.0023
C -10.63583 -10.77009 -10.69805 0.0028
C -12.39267 -10.24479 -9.13850 0.0000
C -11.66524 -9.89526 -15.80449 0.0013
H -13.65852 -10.30710 -16.54107 0.0000
H -9.86667 -13.45667 -10.15545 0.0001
H -10.66736 -13.13970 -14.34505 0.0001
H -6.77818 -10.30327 -15.52374 0.0002
H -11.83160 -10.27084 -7.08000 0.0000
H -3.76916 -14.81948 -14.56027 0.0000
H -14.28481 -11.53118 -14.36784 0.0001
H -4.91200 -13.33620 -13.20703 -0.0001
H -8.10315 -8.69775 -9.83777 0.0000
H -9.53126 -11.06405 -7.53580 0.0000
H -10.00102 -15.84053 -10.31803 -0.0001
H -10.30483 -16.97749 -12.50772 0.0002
H -9.33527 -7.78396 -13.67177 0.0002
H -5.86388 -8.02017 -10.05789 0.0000
H -11.32295 -9.47093 -16.74751 0.0001
H -13.40647 -10.00335 -8.91912 0.0000
H -9.19160 -9.69494 -16.34337 0.0011
H -8.62129 -6.44859 -9.05791 0.0002
H -4.88358 -15.95847 -14.33782 0.0000
H -5.18396 -7.81091 -11.74734 0.0003
H -12.70100 -11.79487 -12.67635 0.0001
H -5.68298 -14.25024 -16.10053 0.0001
H -12.64331 -10.32758 -11.24327 0.0000
H -4.16030 -7.93949 -10.33672 0.0003
H -8.72269 -11.29023 -9.79006 0.0004
H -6.26971 -14.46371 -13.18232 -0.0001
H -9.47990 -4.71593 -10.73310 -0.0001
H -10.80482 -15.52938 -14.53402 -0.0001
```

Output
2S+1: 5
HOMO-LUMO gap (alpha / beta): 0.2937 / 0.3054 Ha
Energy: -106727.83830 eV
Charge: +1
Energy relative to the best compared isomer or geometry (same formula, charge and spin): 0.0 kcal/mol

***

No. 2
Here is a molecular structure, C31H28N4O11P2STc in a non-equilibrium geometry from OMol25. Energies are from the ωB97M-V functional and the def2-TZVPD basis.

Geometry as XYZ:
```
78
Properties=species:S:1:pos:R:3:lowdin_spin:R:1
Tc -0.40575 -0.97249 0.29436 2.2426
S 2.55725 0.59316 0.36503 0.0114
P 0.02466 2.45529 2.44154 0.0003
P -2.66737 1.13475 2.09805 0.0147
O 3.62374 0.22016 -0.62684 0.0087
O -2.01544 -2.42453 0.41740 0.0688
O -1.67576 0.32305 1.15228 0.0981
O -2.02434 3.44751 3.70362 0.0020
O 0.94768 -1.72824 1.80488 0.0745
O -3.15809 2.28659 1.06152 0.0020
O 0.91554 1.26765 2.46184 0.0014
O -3.74750 0.42618 2.81739 0.0010
O 3.03031 -2.11046 2.43094 0.0213
O 0.66278 3.74401 3.11849 0.0000
O -0.33140 3.00802 0.97266 0.0009
N 0.14067 -2.60688 -0.61027 0.0891
N 1.00748 0.33321 -0.38155 0.0536
N -0.78004 -3.29060 -1.31669 0.0440
N -1.38489 -0.20021 -1.34768 -0.0189
C 3.78091 -3.00578 -0.24155 -0.0346
C 1.75648 1.16713 -2.57949 0.0246
C 0.80840 0.63576 -1.71820 -0.0048
C -5.45727 -4.30190 -0.98939 0.0005
C 2.58381 4.72842 0.04262 0.0001
C -4.29545 -3.76109 -0.45870 -0.0009
C -3.10984 -3.86484 -1.18944 -0.0006
C 2.45212 -2.58375 0.11390 0.0837
C -5.44285 -4.89735 -2.26893 -0.0012
C -2.27899 0.78702 -3.85087 0.0220
C 5.01274 -2.70083 0.27600 0.0643
C 3.86782 4.07930 1.97374 0.0003
C -0.91805 0.96394 -3.48579 -0.0013
C 0.07239 1.54655 -4.30510 0.0261
C 2.11011 -2.04410 1.41435 0.0270
C 3.61399 2.72977 1.71058 0.0007
C 3.34779 5.09189 1.14217 0.0003
C 4.28655 -1.54933 2.34365 0.0562
C -3.01807 -4.53435 -2.43404 -0.0011
C 1.38735 1.66813 -3.83283 -0.0054
C -3.14506 0.16935 -2.94366 -0.0052
C 2.82898 2.39240 0.60716 0.0024
C 1.44503 -2.88685 -0.81084 -0.0087
C -2.69270 -0.23751 -1.68692 0.0238
C -0.53169 0.45959 -2.21163 0.0050
C -1.92008 -3.15512 -0.64791 0.0074
C 5.24233 -1.98754 1.48395 -0.0084
C -1.25694 1.33997 4.55195 0.0003
C -1.55586 2.13446 3.28187 0.0042
C 2.33467 3.36935 -0.25183 0.0010
C -4.22087 -4.99291 -2.95277 0.0004
H 0.11543 4.52634 3.20338 0.0000
H -2.58804 1.13466 -4.82197 0.0010
H -0.74141 1.98177 5.27469 0.0001
H -3.35089 -0.60750 -0.90284 0.0007
H 1.75627 3.12423 -1.12535 0.0003
H 3.96323 1.96887 2.41328 0.0001
H 2.19248 5.48430 -0.62992 0.0000
H 3.51487 6.15084 1.36616 0.0000
H 1.69554 -3.49452 -1.66255 -0.0004
H -0.67325 0.44217 4.36936 0.0000
H -4.19957 -5.48622 -3.93006 0.0000
H -0.58027 2.31952 0.34183 0.0001
H 3.82366 -3.63129 -1.14185 -0.0024
H -0.17767 1.88018 -5.30151 0.0014
H 6.27429 -1.76869 1.75183 -0.0016
H -4.18334 0.03480 -3.21641 -0.0006
H -6.35895 -5.28574 -2.69647 -0.0001
H 2.10629 2.17747 -4.48637 -0.0009
H 4.46144 -0.82562 3.14608 0.0026
H 2.80378 1.17668 -2.27851 0.0011
H -2.19800 1.04903 4.99177 0.0000
H -2.06314 -4.64336 -2.92750 0.0000
H -4.27367 -3.27835 0.51693 0.0001
H 4.49318 4.33400 2.82146 0.0000
H -6.36664 -4.21164 -0.40249 0.0001
H -2.97915 3.45869 3.66251 0.0000
H 5.84424 -2.98628 -0.32980 0.0046
H -4.11795 2.30973 1.05528 0.0002
```

Output
2S+1: 4
HOMO-LUMO gap (alpha / beta): 0.2338 / 0.2076 Ha
Energy: -92699.14373 eV
Charge: 0
Energy relative to the best compared isomer or geometry (same formula, charge and spin): 70.9 kcal/mol

***

No. 3
Here is a molecular structure, C31H28N7PtSSi from OMol25. Energies are from the ωB97M-V functional and the def2-TZVPD basis.

Geometry as XYZ:
```
69
Properties=species:S:1:pos:R:3:nbo_charge:R:1
Pt -0.22496 0.35551 -0.30930 0.9338
S 6.03623 3.34386 2.18392 0.9909
Si 1.72484 -3.06539 0.66173 1.8104
N 4.53616 3.45515 2.75611 -0.5766
N 5.74942 2.52257 0.83005 -0.5960
N -0.70130 -1.18212 -1.54528 -0.4210
N 1.59444 0.88412 -1.07913 -0.4434
N 0.91752 -1.75789 1.41917 -1.2221
N 0.30749 1.91526 0.92720 -0.4348
N -2.02437 -0.21503 0.48628 -0.4424
C -4.47110 -1.22718 1.36708 -0.1225
C 0.17280 3.47256 2.73357 -0.2285
C -2.63362 0.26720 1.57370 0.0773
C 3.74818 1.63844 -0.29187 -0.1028
C 0.43902 -4.17186 -0.19960 -1.1133
C -0.39596 2.70901 1.72812 0.0832
C 4.45333 2.28530 0.78744 0.1673
C 4.32257 1.29978 -1.51310 -0.0794
C -0.45530 -2.55532 -3.48780 -0.2147
C 0.75188 -1.49363 2.73691 0.1919
C 0.02503 -1.65866 -2.56087 0.0713
C -0.19139 0.01518 4.45530 -0.2160
C 1.66136 2.00702 0.99429 0.1811
C -3.85549 -0.17429 2.02707 -0.2099
C 2.37138 1.44604 -0.11791 0.2683
C 3.74848 2.82788 1.90567 0.0984
C 2.30964 2.75679 1.98383 -0.0575
C 0.04868 -0.31841 3.13689 -0.2837
C -1.93433 -1.70254 -1.35685 0.1613
C 1.54161 3.45887 2.90720 -0.0712
C -1.74446 -3.04516 -3.33656 -0.1215
C 0.27661 -0.80095 5.47674 -0.3132
C 0.99803 -1.94032 5.13443 -0.1788
C -2.63612 -1.22136 -0.17913 0.2563
C -3.83745 -1.76106 0.26667 -0.2174
C 2.13939 0.70186 -2.27798 0.0689
C 2.89268 -2.27676 -0.61782 -1.1063
C -2.46794 -2.63744 -2.23714 -0.1969
C 2.77722 -4.28976 1.65265 -1.1361
C 3.48900 0.88477 -2.53251 -0.2307
C 1.23775 -2.28591 3.81818 -0.3022
H 1.05253 -1.34608 -2.61571 0.2216
H 0.17704 -2.87212 -4.30407 0.2460
H -0.74402 0.91948 4.70088 0.1849
H 3.86984 0.70973 -3.52797 0.2484
H 3.24861 -5.01774 0.98571 0.2346
H 5.38856 1.41204 -1.65791 0.2550
H 0.08834 -0.55112 6.51279 0.2076
H 1.47714 0.42059 -3.08250 0.2220
H -0.46348 4.07472 3.36543 0.2487
H 1.38128 -2.57173 5.92795 0.2082
H 3.58928 -1.60596 -0.10957 0.2274
H 3.47701 -3.04242 -1.13789 0.2309
H 0.94268 -4.96140 -0.76717 0.2263
H -4.26603 -2.61046 -0.24299 0.2332
H 1.80520 -3.17686 3.59813 0.2064
H 3.57838 -3.79618 2.20710 0.2362
H -1.45999 2.76391 1.55823 0.2195
H 2.35427 -1.69274 -1.36624 0.1759
H 2.17587 -4.85637 2.36627 0.2367
H -3.45377 -3.03700 -2.05574 0.2364
H -0.28293 0.30613 2.32868 0.1382
H -0.20938 -3.62873 -0.88242 0.1868
H -4.30471 0.29337 2.89041 0.2457
H -2.11708 1.02177 2.13572 0.2194
H -5.41260 -1.62492 1.71839 0.2432
H -0.19079 -4.65009 0.55331 0.2388
H -2.15812 -3.74747 -4.04651 0.2441
H 2.02572 4.02039 3.69447 0.2560
```

Output
2S+1: 1
HOMO-LUMO gap: 0.1455 Ha
Energy: -64988.16380 eV
Charge: +1
Energy relative to the best compared isomer or geometry (same formula, charge and spin): 56.6 kcal/mol

***

Which of these has the lowest energy? C31H28F6FeN4O4P